Record 1
Entry from OMol25: C29H45BIrO2P2 as an isolated structure (wB97M-V/def2-TZVPD).

Results
E_LUMO (alpha / beta)	-0.254 / -0.291	hartree
HOMO energy (alpha / beta)	-12.77 / -13.58	eV
multiplicity	6
charge	+2
HOMO-LUMO gap (alpha / beta)	5.88 / 5.65	eV

Atoms and positions in Å:
H1 5.1236 -1.3641 3.9697
C1 -1.3841 -3.3611 -0.3670
P1 -1.7395 -1.9928 0.8011
H2 3.1133 0.9898 3.8440
C2 -0.7751 -1.0272 -5.4848
H3 0.8915 -2.1968 -2.2036
C3 1.1860 -1.1994 -1.8664
H4 -2.1564 1.2019 0.8116
C4 0.7163 -0.8914 4.8344
H5 -1.6578 1.5820 -5.6943
H6 -2.1551 -4.1388 -0.1780
C5 -2.5423 1.4499 -3.7476
C6 -2.0470 -0.7219 3.3834
B1 1.6071 -1.3321 -0.3665
C7 -1.3421 1.8303 -4.6769
H7 -0.1492 3.7880 -0.5939
C8 0.2507 2.1928 2.7979
C9 0.6910 3.4817 2.2392
H8 1.5345 -1.4440 4.3504
H9 -1.2116 2.9115 -4.6134
C10 1.0186 1.3840 3.6872
H10 -2.3337 -1.7917 -2.4911
H11 -3.0124 -0.2721 3.1107
H12 -0.1035 -1.5961 5.0199
H13 -1.4607 -2.9882 -1.4130
H14 -2.6732 0.4459 -1.7374
H15 -2.3477 -2.3710 -4.7652
H16 -4.1112 -2.2840 0.9952
H17 -0.3540 -3.7433 -0.2189
C11 -2.1660 0.3907 -2.7275
H18 2.3473 1.5940 5.3352
H19 -3.0253 1.9856 2.1645
H20 -1.8961 -1.6916 2.8214
H21 -2.9013 -0.7631 -5.1080
H22 -1.0768 -0.5435 -6.4213
H23 -0.3256 -1.9927 -5.7515
H24 2.1862 1.6356 -2.2883
H25 2.1758 2.9241 -1.0160
H26 -3.7122 -0.7108 0.1688
C12 2.4354 -2.4450 1.4109
H27 -2.8903 2.3255 -3.1796
C13 1.9637 1.8671 -1.2385
H28 -3.6536 -2.2464 -0.7598
H29 2.3008 -4.3314 2.4623
H30 1.3092 3.3791 1.3288
H31 -3.4156 1.1077 -4.3362
H32 4.0673 -3.5995 4.1038
C14 -0.9807 0.3017 3.3120
C15 -2.0606 -1.3179 -4.6717
H33 1.2912 4.0538 2.9637
H34 4.4074 0.2381 2.1340
H35 2.6168 1.2578 -0.6116
Ir1 -0.2555 -0.0673 -2.8433
C16 2.7679 -3.3404 2.3981
C17 3.7395 -2.9250 3.3185
C18 -0.0217 1.1678 -4.3700
C19 -1.9274 -1.0341 -3.1864
O1 1.5045 -2.5508 0.3929
H36 1.0855 -0.5310 5.8058
C20 3.0457 -1.1836 1.3271
C21 -0.3717 3.0585 -1.3911
C22 2.3531 1.6861 4.2348
P2 0.2485 1.4553 -0.7904
H37 0.8419 1.8463 -4.2636
H38 -1.8516 2.9368 1.1939
H39 -2.0912 -1.1706 4.3856
C23 4.3598 -1.6661 3.2479
H40 -0.1727 4.1057 1.9841
C24 -2.0579 1.9453 1.6299
C25 0.2678 0.2232 3.9892
H41 0.1457 3.3363 -2.3212
H42 2.6472 2.7083 3.9743
H43 -1.4522 3.0783 -1.5654
O2 2.4956 -0.4343 0.3255
C26 -0.9885 1.5241 2.5622
H44 1.2964 -0.5042 -4.8511
C27 -3.4620 -1.7904 0.2383
C28 0.2469 -0.2276 -4.7084
H45 2.0441 -0.8530 -2.4784
C29 3.9893 -0.7545 2.2388

Results of the Löwdin charge analysis, in e, for atoms 1 through 8:
1. H 0.1184
2. C -0.3491
3. P 0.9331
4. H 0.0806
5. C -0.1553
6. H 0.0706
7. C -0.1596
8. H 0.0542

***

Record 2
Entry from OMol25: an isolated molecule of C29H45BrN4O4 (wB97M-V/def2-TZVPD).

Results
E_LUMO	-0.041	hartree
HOMO energy	-8.71	eV
structure (SMILES)	CCCCCCCCCCCCCCC1=CC(=O)c2c(CN)c(CC(=O)Br)c(O)c(CC(N)(N)N)c2C1=O
multiplicity	1
charge	0
HOMO-LUMO gap	7.58	eV

Atoms and positions in Å:
C1 -0.0470 1.0658 2.4748
H1 -8.0010 1.9250 -1.0993
H2 -6.6996 -1.0079 -4.4039
H3 10.6270 -3.7254 -1.4389
H4 -9.0520 -1.7122 1.2546
C2 -4.7717 -0.2586 0.4218
H5 8.9852 1.1604 0.7088
C3 -1.7193 -0.6242 0.5360
C4 -6.1405 -0.1983 -2.3445
H6 1.6581 3.6022 0.5618
C5 0.2177 2.0049 1.1953
H7 0.2024 1.4283 0.1925
O1 -6.3286 2.3665 -3.9753
H8 0.3682 1.6473 3.3863
H9 11.2124 -0.5545 0.4713
C6 8.8032 0.5635 -0.2498
H10 -8.8385 -0.9369 3.7941
O2 -4.5083 -0.4932 2.9387
C7 10.2749 -3.9260 -0.3640
H11 5.3158 0.1511 -0.2972
H12 -1.7528 0.4004 3.8605
N1 -9.4155 0.6129 1.9698
H13 3.7418 3.5152 -0.3776
C8 8.9971 -1.0111 0.0596
C9 7.3584 0.9036 -0.9202
C10 -8.0852 -0.0608 2.1091
C11 -6.8688 0.3713 -1.0766
N2 -8.0959 -1.3291 1.3089
C12 -6.3334 1.2215 -4.4913
H14 -8.0127 0.0999 -3.5463
H15 12.1032 -2.9634 0.4787
H16 -2.0975 1.8704 2.8068
H17 7.2457 0.1444 -1.7850
N3 -4.3969 -2.8366 -3.8278
H18 8.4098 -1.5833 -0.7434
C13 -3.9685 -0.2784 1.8236
H19 -7.4874 1.9826 1.3931
H20 2.4310 0.7829 0.1333
C14 -4.7134 -0.8447 -2.2435
H21 3.3949 1.2291 1.6405
C15 -6.9059 -0.0950 -3.7397
C16 -2.3733 -0.0442 1.6745
C17 -3.9083 -1.4510 -3.4954
H22 0.4441 0.0365 2.4187
C18 -4.0437 -0.8589 -0.8462
H23 -0.5803 2.8343 1.0689
H24 9.1390 -3.8065 -0.3475
C19 5.4605 2.2748 0.4143
H25 10.5241 -5.0012 -0.0230
H26 -7.4540 -2.0388 1.6864
H27 -6.2237 1.2490 2.4955
H28 1.9114 2.9405 2.3466
H29 6.4869 0.3557 1.1090
C20 10.5849 -1.3666 -0.0618
H30 -4.7763 -2.8220 -4.7894
H31 9.6099 0.8562 -1.0122
C21 2.8558 1.6726 0.7175
H32 7.4564 1.9709 -1.3330
C22 1.7059 2.6778 1.2552
N4 -7.9621 -0.4194 3.5791
H33 8.6546 -1.2684 1.1276
C23 6.1409 0.8345 0.1286
H34 4.0281 1.8555 -1.2338
H35 -2.7647 -1.4588 -3.3275
H36 10.6604 -2.9141 1.6730
Br1 -5.5688 1.1374 -6.3537
C24 -6.9457 0.9886 1.6354
C25 3.9633 2.3919 -0.2083
H37 -4.0686 -0.7005 -4.3659
H38 5.3923 2.3941 1.5552
H39 -5.1542 -3.0261 -3.1452
H40 -7.2127 -1.1330 3.6492
O3 -2.0932 -2.4626 -1.1409
H41 10.8553 -1.4231 -1.1806
H42 6.1586 3.1048 0.0442
O4 -8.1920 0.9518 -1.1704
H43 -10.1620 0.0268 2.4013
C26 10.9604 -2.7960 0.5718
C27 -2.5602 -1.4438 -0.5775
C28 -1.6137 0.8161 2.7892
C29 -6.2066 0.3739 0.3542
H44 -0.5993 -0.5365 0.3610
H45 -9.6360 0.6182 0.9606

Results of the Löwdin charge analysis, in e, for atoms 1 through 8:
1. C -0.2104
2. H 0.1293
3. H 0.1087
4. H 0.0760
5. H 0.0783
6. C 0.0255
7. H 0.1131
8. C 0.0647

***

Record 3
Entry from OMol25: C29H46BrMnN3P2S as an isolated structure (wB97M-V/def2-TZVPD).

Results
E_LUMO (alpha / beta)	-0.219 / -0.332	hartree
HOMO energy (alpha / beta)	-12.61 / -12.47	eV
multiplicity	6
charge	+2
HOMO-LUMO gap (alpha / beta)	6.67 / 3.43	eV
energy relative to the best compared isomer or geometry (same formula, charge and spin)	4.821	eV

Atoms and positions in Å:
H1 -3.5719 -0.9289 -6.3089
H2 -1.3576 0.4291 -1.4775
C1 3.3394 -4.2157 -0.4455
N1 -1.7562 7.0326 -5.8520
H3 5.3048 -2.0603 0.7714
H4 0.2737 2.6051 -0.5178
C2 3.5644 -2.4627 -2.7294
C3 -0.3334 0.4612 -1.9035
C4 -1.5690 5.7158 -3.8033
H5 -2.1909 -4.5939 -3.6946
H6 -3.0884 2.4786 1.5651
C5 -1.6755 4.5189 -4.5288
C6 -1.4791 2.5300 0.4165
H7 -2.0826 -3.7967 -5.2670
C7 -1.5961 6.9396 -4.5284
H8 -1.4803 -2.7670 -2.4599
H9 -0.6750 -1.9655 -3.8048
H10 4.4361 -4.1094 -0.4905
H11 2.9441 -4.5748 -1.4001
H12 -3.7610 -0.2274 -1.5350
H13 1.3212 1.0231 1.1474
C8 1.4796 1.9220 -2.5590
C9 0.7365 1.9163 1.4272
H14 1.4653 2.7235 1.5950
C10 5.6753 -1.4692 -0.0725
H15 1.8254 2.9162 -2.9208
H16 -2.4329 -1.3871 -1.3205
H17 3.3934 1.1219 -2.3426
H18 2.6180 -2.9485 -3.0076
C11 4.1622 -1.7457 -3.9200
H19 3.4030 -1.1908 -4.4784
H20 4.2509 -3.2583 -2.4066
H21 0.1229 2.6760 3.2847
H22 0.4453 0.9580 3.3531
Br1 0.2074 -1.2291 0.7554
C12 1.8899 -0.2928 -1.5820
H23 0.0847 -1.6261 -1.7396
H24 -1.7567 3.7061 -6.5468
H25 -1.8749 -0.7807 -6.8179
P1 -2.9582 -1.2407 -3.6302
H26 4.1886 0.1187 -0.0362
H27 -2.0379 1.7012 3.5375
C13 4.5748 -0.6452 -0.7252
C14 2.3414 0.9260 -2.1484
C15 -2.2861 0.0137 -4.7883
H28 -1.1919 -0.1125 -4.6816
H29 4.9485 -0.1098 -1.6128
H30 4.5797 -2.5138 -4.5851
C16 -0.8178 2.3910 -3.2940
H31 -4.0573 -3.3361 -1.6452
H32 -1.5186 7.8693 -3.9738
C17 -1.5930 -2.5011 -3.5233
C18 -2.6814 -0.2884 -6.2558
C19 -1.6482 -3.8377 -4.2685
N2 -2.1077 2.2380 1.5562
H33 4.9806 -1.0683 -3.6662
H34 -2.9091 0.6380 -6.7963
S1 -2.5223 3.2290 -0.7952
C20 -0.0321 1.7275 2.7315
C21 -1.6498 3.2570 -3.8025
H35 -5.3852 -2.2042 -1.8735
H36 6.4329 -0.7837 0.3175
H37 -0.6263 -4.2214 -4.3901
H38 1.5979 -2.9598 -0.0514
H39 -4.5392 -2.2609 -0.3335
C22 -4.3936 -2.3193 -1.4161
C23 0.1267 1.6084 -2.5745
H40 -1.8714 5.9333 -7.6043
N3 -0.1434 2.3144 0.3406
C24 -1.5208 1.4334 2.6101
C25 0.5239 -0.6229 -1.6629
Mn1 -2.6062 1.8673 -2.9076
H41 6.1837 -2.1397 -0.7748
C26 2.7028 -2.8782 -0.0799
H42 -1.4881 5.7110 -2.7161
H43 3.1192 -4.9927 0.2983
P2 3.1110 -1.5511 -1.2337
H44 -1.7167 0.3746 2.4178
H45 3.0381 -2.5833 0.9216
C27 -3.3885 -1.2249 -1.8372
H46 -2.6026 1.0800 -4.5079
C28 -1.7915 5.8771 -6.5241
C29 -1.7510 4.6050 -5.9303

Results of the Löwdin charge analysis, in e, for atoms 1 through 8:
1. H 0.0756
2. H 0.0774
3. C -0.1324
4. N 0.0747
5. H 0.0759
6. H 0.1003
7. C -0.3320
8. C -0.1336

***

no.,largest force on an atom (eV/A),total energy (eV)
1,8.16,-56970.90754
2,5.77,-114986.13594
3,3.19,-166045.03902